{
  "formula": "C17H22N6O2Pt",
  "method": "the ωB97M-V functional and the def2-TZVPD basis",
  "lumo_ev": [-6.02, -9.90],
  "s2": 6.034,
  "total_energy_ha": -1258.5511,
  "total_charge": 2,
  "de_lowest_ev": 0.422,
  "spin_multiplicity": 5,
  "homo_ev": [-12.352, -15.792],
  "homo_lumo_gap_ev": [6.33, 5.89],
  "symbols": ["Pt", "C", "C", "O", "C", "C", "C", "N", "N", "C", "O", "C", "C", "C", "C", "C", "C", "H", "H", "H", "H", "H", "H", "H", "H", "H", "H", "H", "H", "C", "C", "C", "C", "N", "C", "N", "N", "N", "H", "H", "H", "H", "H", "H", "H", "H", "H", "H"],
  "coordinates": [[-0.31059, 0.39552, -0.55631], [2.36617, 2.60456, -2.91006], [1.10034, 1.92648, -2.51813], [1.18837, 1.22740, -1.40711], [-0.03045, 2.03842, -3.31216], [-1.31967, 1.51279, -3.11583], [-2.39873, 1.72467, -4.11651], [-1.60311, 0.82217, -1.99964], [-2.82189, 0.35423, -1.83106], [-2.92278, -0.35081, -0.60604], [-1.81460, -0.55029, 0.15284], [-4.13904, -0.85114, -0.18705], [-4.29812, -1.52667, 1.08070], [-5.54749, -2.11883, 1.45615], [-6.67041, -1.98386, 0.68345], [-6.53829, -1.30231, -0.53522], [-5.31623, -0.68586, -0.94770], [3.11120, 2.50929, -2.12616], [2.17914, 3.65872, -3.11675], [2.75245, 2.15515, -3.82801], [0.10079, 2.61555, -4.21679], [-2.02137, 2.26514, -4.97888], [-3.22136, 2.28555, -3.66891], [-2.80586, 0.76431, -4.43648], [-3.47201, -1.53561, 1.77698], [-5.59175, -2.69241, 2.37348], [-7.61186, -2.42540, 0.97187], [-7.38146, -1.26893, -1.21513], [-5.29565, -0.08295, -1.84417], [5.16203, 0.46865, 3.13431], [4.74867, -0.97066, 2.84441], [4.93876, -1.32856, 1.37354], [3.32918, -1.27122, 3.32092], [2.30396, -0.57398, 2.52113], [1.66303, -0.97936, 1.44009], [0.90539, 0.02325, 1.04347], [1.10843, 1.05471, 1.90250], [1.94647, 0.69430, 2.78569], [6.20926, 0.61563, 2.87365], [5.03794, 0.71824, 4.18825], [4.57594, 1.18206, 2.55045], [5.37594, -1.63841, 3.44144], [4.39581, -0.63849, 0.72040], [4.61624, -2.34954, 1.15383], [5.99080, -1.25491, 1.10272], [3.17810, -0.94909, 4.34921], [3.10648, -2.33496, 3.24534], [1.74181, -1.95252, 0.98731]]
}



{
  "formula": "C17H23AsF3I2NO5PPdTe",
  "method": "the ωB97M-V functional and the def2-TZVPD basis",
  "lumo_ev": [-3.18, -5.72],
  "s2": 6.049,
  "total_energy_ha": -4960.3508,
  "total_charge": 1,
  "de_lowest_ev": 0.823,
  "spin_multiplicity": 5,
  "homo_ev": [-10.304, -11.949],
  "homo_lumo_gap_ev": [7.13, 6.23],
  "symbols": ["Pd", "I", "C", "C", "C", "I", "C", "C", "C", "C", "N", "C", "C", "O", "H", "H", "H", "H", "C", "C", "O", "P", "O", "Te", "O", "C", "C", "H", "H", "H", "H", "H", "H", "H", "H", "H", "H", "F", "C", "F", "F", "C", "As", "C", "C", "O", "H", "H", "H", "H", "H", "H", "H", "H", "H"],
  "coordinates": [[0.21794, -0.56909, -0.08364], [0.11739, 3.11415, -4.23778], [-1.38042, 2.71847, -2.84103], [-2.51392, 3.49958, -2.74652], [-3.48559, 3.21747, -1.80099], [-5.15552, 4.48798, -1.71149], [-3.35610, 2.10671, -0.91825], [-4.30564, 1.74381, 0.05354], [-4.07435, 0.65554, 0.86069], [-2.89761, -0.07855, 0.69303], [-1.99745, 0.23824, -0.21878], [-2.19244, 1.30153, -1.01115], [-1.13044, 1.60830, -1.97233], [-0.07514, 0.95092, -2.02293], [-2.63790, 4.34424, -3.41019], [-5.21715, 2.31412, 0.16167], [-4.78740, 0.36528, 1.61577], [-2.69943, -0.94377, 1.31155], [4.44293, -5.20538, -0.81158], [3.83864, -4.01191, -1.52120], [3.37468, -3.08540, -0.53593], [2.65782, -1.74418, -0.94533], [2.50722, -0.93577, 0.29749], [0.54505, -2.18506, -2.14406], [3.71281, -1.01849, -1.90601], [3.58687, -0.81371, -3.31071], [2.79474, 0.44569, -3.59710], [4.79880, -5.91486, -1.55329], [3.69780, -5.68337, -0.18289], [5.27154, -4.88502, -0.18579], [2.98880, -4.31519, -2.14904], [4.58135, -3.51209, -2.15135], [3.08905, -1.68135, -3.76613], [4.60968, -0.74025, -3.69085], [1.82279, 0.37950, -3.10817], [2.64557, 0.55478, -4.66710], [3.31702, 1.32101, -3.21995], [0.83275, -3.02928, 1.37888], [-0.17879, -2.13122, 1.32020], [-0.45780, -1.74897, 2.59115], [-1.27054, -2.83732, 0.88642], [2.57493, 0.52507, 2.83579], [2.24045, 1.69329, 1.30936], [2.19384, 3.50931, 2.05079], [3.66570, 1.82117, -0.01518], [0.72771, 1.47073, 0.66700], [2.92901, 1.12820, 3.67224], [3.30764, -0.24096, 2.58841], [1.62851, 0.04645, 3.10271], [3.16682, 3.77026, 2.46972], [1.43654, 3.57410, 2.83461], [1.93866, 4.21129, 1.25466], [4.57191, 2.15877, 0.48306], [3.36215, 2.55455, -0.76498], [3.84890, 0.86249, -0.48947]]
}